3 unconnected molecules or ions with the total composition C5H7N3. Source: the OMol25 dataset; level of theory: ωB97M-V/def2-TZVPD.

For the calculated total energy, the calculation gives -358.73567 Ha. As for the orbital gap: 8.57 eV. The energy above the lowest of the compared OMol25 structures with the same formula, charge and spin is 177.4 kcal per mole. The calculation puts the LUMO energy at 0.173 eV.

Each atom is followed by the atoms it is bonded to, with distances in Å.
Element x y z (Å)
1 C -2.1505 -0.1561 -0.3385  H8 1.217, N13 1.546
2 C -0.0578 1.0827 0.0556  C3 1.350, H9 1.089, N13 1.334
3 C 1.2527 1.4037 0.0008  C2 1.350, C4 1.441, H10 1.151
4 C 2.2450 0.3622 -0.0839  C3 1.441, N14 1.201
5 C 0.9364 -1.5943 0.4230  H11 1.114, H12 1.131, N15 1.294
6 H -2.5606 0.9432 -1.3992  no bonds
7 H -2.7589 0.2108 0.9403  no bonds
8 H -2.4712 -1.3117 -0.5474  C1 1.217
9 H -0.8209 1.8556 0.1333  C2 1.089
10 H 1.3722 2.5252 0.2317  C3 1.151
11 H 0.8903 -1.0869 1.4141  C5 1.114
12 H 1.5295 -2.5483 0.2885  C5 1.131
13 N -0.6377 -0.1168 -0.0200  C1 1.546, C2 1.334, N15 1.457
14 N 3.1045 -0.3207 -0.5719  C4 1.201
15 N 0.1273 -1.2484 -0.5263  C5 1.294, N13 1.457